Entry 1:
This record from the Open Molecules 2025 dataset describes the ion C4H14IN4 with charge +1. The level of theory is wB97M-V/def2-TZVPD.

The geometry in ORCA input format:
```
! RIJCOSX wB97M-V def2-TZVPD def2/J DEFGRID3
* xyz 1 1
C -1.464 0.743 0.861
C -0.298 -1.965 -1.444
C 1.472 1.627 0.248
C -0.375 0.132 -0.118
N -0.607 0.662 -1.449
N -0.603 -1.292 -0.191
N 1.082 0.268 0.219
N 1.629 -0.661 1.043
I 1.137 -0.503 3.337
H -1.118 0.836 1.971
H -2.375 0.156 0.981
H -1.821 1.824 0.594
H -1.214 -1.970 -2.205
H 0.544 -1.350 -1.896
H 0.078 -2.959 -1.487
H 2.021 1.715 1.127
H 2.065 1.965 -0.575
H 0.630 2.280 0.446
H -1.631 0.641 -1.634
H -0.272 1.593 -1.484
H 0.063 -1.636 0.481
H 2.645 -0.575 0.956
H -1.589 -1.535 0.217
*
```

The LUMO energy (alpha / beta) is -4.5 / -4.5 eV. The calculation puts the frontier orbital gap (alpha / beta) at 8.2 / 8.2 eV. As for the energy above the lowest of the compared OMol25 structures with the same formula, charge and spin: 12.3 kJ/mol. As for the energy: -18426.824 eV. The SMILES is C[NH2+][C@](C)(N)N(C)NI.

=====

Entry 2:
This record from the Open Molecules 2025 dataset describes a structure of composition C44H82GaN8O9S2. The level of theory is wB97M-V/def2-TZVPD.

The geometry in ORCA input format:
```
! RIJCOSX wB97M-V def2-TZVPD def2/J DEFGRID3
* xyz -1 1
C 0.411 1.875 5.218
C -0.117 2.216 3.822
O -0.473 1.092 3.071
C 0.651 0.386 2.536
C 1.101 0.916 1.182
Ga 0.054 0.179 -0.438
C 0.434 -1.856 -0.415
C -0.552 -2.623 0.479
C 0.007 -3.876 1.176
S 1.215 -4.661 0.077
C 1.412 -6.336 0.620
S 1.309 -7.501 -0.505
N 1.726 -6.752 1.970
C 0.560 -7.093 2.753
C -0.216 -6.172 3.441
C -1.306 -6.601 4.188
C -1.645 -7.949 4.260
C -0.886 -8.871 3.554
C 0.210 -8.439 2.811
C 2.745 -6.033 2.652
C 3.734 -5.321 1.980
C 4.731 -4.643 2.667
C 4.815 -4.681 4.054
C 3.860 -5.426 4.728
C 2.835 -6.074 4.048
C 0.966 1.032 -2.076
C 0.752 0.285 -3.373
C -0.686 0.426 -3.891
O 1.622 0.780 -4.431
H -0.131 1.018 5.606
H 0.342 2.735 5.877
H 1.459 1.589 5.141
H -1.036 2.791 3.950
H 0.584 2.871 3.297
H 1.490 0.449 3.243
H 0.371 -0.666 2.499
H 2.120 0.543 1.033
H 1.172 2.005 1.174
H -1.518 0.496 -0.369
H 0.316 -2.189 -1.444
H 1.473 -1.950 -0.098
H -0.945 -1.942 1.233
H -1.402 -2.919 -0.134
H -0.807 -4.561 1.394
H 0.496 -3.541 2.087
H 0.040 -5.129 3.426
H -1.886 -5.871 4.735
H -2.483 -8.274 4.858
H -1.134 -9.920 3.572
H 0.788 -9.174 2.274
H 3.716 -5.271 0.904
H 5.470 -4.075 2.121
H 5.581 -4.166 4.611
H 3.902 -5.510 5.804
H 2.130 -6.628 4.646
H 0.715 2.084 -2.180
H 2.041 1.001 -1.860
H 1.005 -0.765 -3.206
H -1.232 -0.486 -3.677
H -1.164 1.249 -3.370
H -0.640 0.616 -4.962
H 2.521 0.701 -4.105
C -4.732 3.331 -4.364
C -4.396 1.856 -4.351
O -4.170 1.258 -3.316
N -4.350 1.218 -5.552
C -4.588 1.763 -6.879
H -4.726 3.691 -3.340
H -3.992 3.890 -4.938
H -5.722 3.499 -4.792
H -4.112 0.242 -5.474
H -5.408 1.234 -7.357
H -3.694 1.635 -7.491
H -4.832 2.819 -6.831
C 1.715 4.281 -4.104
C 2.225 4.686 -2.740
O 2.453 3.871 -1.870
N 2.407 6.022 -2.501
C 2.170 7.139 -3.394
H 1.618 3.197 -4.131
H 0.737 4.727 -4.297
H 2.414 4.592 -4.883
H 2.752 6.221 -1.574
H 3.095 7.702 -3.538
H 1.428 7.814 -2.959
H 1.811 6.793 -4.357
C 7.424 -5.638 7.711
C 7.612 -7.134 7.811
O 7.904 -7.680 8.864
N 7.444 -7.858 6.675
C 7.102 -7.379 5.345
H 7.589 -5.204 8.692
H 8.138 -5.205 7.010
H 6.410 -5.398 7.387
H 7.580 -8.847 6.805
H 6.170 -7.844 5.021
H 7.894 -7.662 4.649
H 6.975 -6.303 5.331
C -0.040 8.345 2.020
C 0.903 7.525 1.171
O 2.104 7.473 1.399
N 0.380 6.845 0.126
C -0.998 6.787 -0.323
H 0.534 8.826 2.806
H -0.530 9.113 1.420
H -0.797 7.708 2.478
H 1.070 6.320 -0.388
H -1.348 5.754 -0.301
H -1.067 7.152 -1.350
H -1.639 7.391 0.310
C 4.891 9.264 0.590
C 4.864 10.143 -0.635
O 4.912 9.692 -1.769
N 4.778 11.489 -0.437
C 4.708 12.206 0.820
H 4.956 8.228 0.277
H 5.757 9.498 1.212
H 3.977 9.388 1.171
H 4.763 12.021 -1.292
H 3.784 12.786 0.868
H 5.551 12.894 0.905
H 4.732 11.518 1.658
C -6.921 -8.327 3.554
C -6.038 -7.811 4.667
O -6.048 -8.309 5.782
N -5.223 -6.765 4.380
C -5.071 -6.054 3.122
H -7.507 -9.156 3.937
H -7.600 -7.547 3.208
H -6.318 -8.678 2.716
H -4.661 -6.469 5.163
H -4.038 -6.130 2.778
H -5.310 -4.999 3.261
H -5.725 -6.466 2.362
C -8.151 2.637 -9.397
C -7.117 1.799 -10.111
O -5.992 1.646 -9.668
N -7.486 1.209 -11.281
C -8.767 1.275 -11.956
H -7.706 3.033 -8.490
H -8.472 3.471 -10.024
H -9.019 2.033 -9.128
H -6.751 0.665 -11.704
H -9.184 0.272 -12.061
H -8.641 1.701 -12.953
H -9.467 1.889 -11.400
*
```

The LUMO energy is 1.6 eV. The calculation puts the frontier orbital gap at 6.1 eV. As for the energy: -151354.361 eV.

=====

Entry 3:
This record from the Open Molecules 2025 dataset describes the molecule C5H15NP2. The level of theory is wB97M-V/def2-TZVPD.

The geometry in ORCA input format:
```
! RIJCOSX wB97M-V def2-TZVPD def2/J DEFGRID3
* xyz 0 1
C 1.814 -1.366 0.845
C 1.972 -0.368 -1.671
C -0.878 1.725 -0.656
C -1.132 0.475 1.716
C -2.362 -0.751 -0.569
N 2.010 1.638 0.519
P 1.770 0.259 0.050
P -0.740 0.032 -0.019
H 0.818 -1.641 1.134
H 2.261 -1.405 1.900
H 2.330 -2.161 0.288
H 3.076 -0.825 -1.564
H 1.913 0.482 -2.363
H 1.412 -1.170 -1.808
H 0.186 2.208 -0.328
H -1.169 1.635 -1.630
H -1.713 2.347 -0.196
H -1.118 -0.332 2.338
H -0.299 1.055 2.140
H -2.057 0.905 1.772
H -3.259 -0.088 -0.451
H -2.284 -0.973 -1.570
H -2.550 -1.680 0.120
*
```

The LUMO energy is 0.5 eV. The calculation puts the frontier orbital gap at 8.7 eV. As for the energy above the lowest of the compared OMol25 structures with the same formula, charge and spin: 256.1 kJ/mol. As for the energy: -25492.123 eV.

=====

Entry 4:
This record from the Open Molecules 2025 dataset describes the molecule C9H19P. The level of theory is wB97M-V/def2-TZVPD.

The geometry in ORCA input format:
```
! RIJCOSX wB97M-V def2-TZVPD def2/J DEFGRID3
* xyz 0 1
C -0.440 -0.762 0.703
C -0.244 0.514 0.608
C -2.382 -0.335 2.161
C -1.205 -2.279 2.527
C -2.498 -2.006 0.345
C 3.828 1.404 -1.814
C 1.822 1.742 -3.332
C -1.645 -1.340 1.424
C 2.495 1.965 -1.993
P 1.239 1.473 -0.569
H 0.122 -1.370 0.030
H -0.873 1.306 1.139
H -2.802 0.503 1.397
H -3.239 -0.767 2.731
H -1.841 0.070 2.896
H -0.635 -3.094 2.240
H -2.088 -2.659 3.070
H -0.566 -1.785 3.307
H -2.858 -1.221 -0.321
H -3.305 -2.590 0.794
H -1.995 -2.596 -0.318
H 4.092 0.987 -0.868
H 4.429 2.267 -2.005
H 4.082 0.734 -2.625
H 1.628 2.747 -3.782
H 0.993 1.241 -2.941
H 2.340 1.140 -4.150
H 0.078 2.256 -1.018
H 1.469 2.455 0.363
*
```

The LUMO energy (alpha / beta) is 0.1 / 0.0 eV. The calculation puts the frontier orbital gap (alpha / beta) at 7.1 / 7.1 eV. As for the energy above the lowest of the compared OMol25 structures with the same formula, charge and spin: 354.5 kJ/mol. As for the energy: -18923.914 eV. The SMILES is CC(C)=[PH2]/C=C/C(C)(C)C.